21
Properties=species:S:1:pos:R:3:forces:R:3:nbo_charge:R:1 method="wB97M-V/def2-TZVPD" gap_ev=9.155 energy_ha=-382.6412 spin_multiplicity=1 e_homo_ev=-8.618 smiles=NCCCN.O.O
N -2.08380 -1.62645 0.77775 -0.12 0.50 0.32 -0.822
C -1.04175 -0.90973 0.01121 0.37 -0.47 0.13 -0.233
C -1.38794 0.55816 -0.27374 -1.50 -0.56 -1.41 -0.452
C -0.36330 1.69533 -0.28067 0.73 -0.13 1.65 -0.225
N 1.01532 1.40033 0.07758 0.96 0.43 -1.19 -0.870
H -2.94157 -1.10165 0.63955 -0.26 -0.34 -0.28 0.342
H -1.95783 -1.51296 1.77845 0.41 -0.03 0.04 0.345
H -0.06550 -1.02685 0.48507 -0.21 0.19 0.25 0.200
H -0.94641 -1.49541 -0.90537 0.05 0.34 -0.28 0.180
H -2.27112 0.80597 0.32377 0.48 0.25 0.71 0.197
H -1.92269 0.54357 -1.23360 0.42 0.02 -0.34 0.200
H -0.39578 2.31186 -1.17304 0.02 -0.10 -0.14 0.199
H -0.63576 2.31791 0.56684 -0.53 0.56 -0.23 0.189
H 1.72915 1.15816 -0.59714 -0.53 0.38 -0.41 0.371
H 1.16659 0.76306 0.80506 -0.36 -0.90 1.42 0.366
O 1.78177 -1.45247 1.85916 -0.27 0.03 -0.54 -0.946
H 1.31251 -2.29117 1.81190 0.02 -0.02 0.03 0.476
H 2.21488 -1.44932 2.70495 0.31 -0.01 0.56 0.475
O 2.46144 0.79962 -2.54529 -0.12 -0.61 0.01 -0.922
H 2.78891 -0.10622 -2.50459 0.55 0.07 -0.15 0.467
H 1.54290 0.61827 -2.32786 -0.42 0.41 -0.16 0.462



11
Properties=species:S:1:pos:R:3:forces:R:3:nbo_charge:R:1 method="wB97M-V/def2-TZVPD" gap_ev=9.326 energy_ha=-591.2345 spin_multiplicity=1 e_homo_ev=-8.791 smiles="COC(C)=S"
C 2.22458 -0.54105 0.12296 -3.30 -0.70 1.90 -0.274
O 0.68836 -0.85505 -0.18405 -0.13 1.78 -0.19 -0.562
C -0.32280 0.12275 -0.16513 5.44 1.38 1.22 0.195
C 0.52262 1.56624 -0.05673 -1.27 -3.48 3.67 -0.656
S -1.84944 -0.25138 0.07274 -0.45 0.15 -0.40 0.012
H 2.38331 -1.61814 -0.09728 1.41 1.06 0.70 0.239
H 2.74013 0.21993 -0.47676 -0.44 -0.69 -0.25 0.193
H 2.20378 -0.15052 1.25411 0.42 -1.43 -2.49 0.204
H 1.41962 1.54124 -0.59244 0.80 0.11 -1.28 0.205
H 0.89601 1.63240 1.08253 -1.19 -0.10 -2.37 0.219
H -0.10509 2.35002 -0.26823 -1.29 1.93 -0.50 0.224



52
Properties=species:S:1:pos:R:3:forces:R:3:nbo_charge:R:1 method="wB97M-V/def2-TZVPD" gap_ev=5.830 energy_ha=-4896.0342 charge=-2 spin_multiplicity=1 e_homo_ev=-1.484
Sr -1.80215 2.01555 -1.30108 0.10 0.05 -0.06 1.725
O 3.84288 -0.06184 4.01195 0.00 0.01 0.00 -0.507
N 3.78260 0.36232 2.84400 0.01 -0.04 0.00 0.502
O 4.80730 0.41066 2.14135 0.01 0.02 -0.02 -0.505
C 2.55512 0.78588 2.33025 -0.02 0.02 0.00 -0.119
C 1.43669 0.68277 3.18555 0.01 0.00 -0.01 -0.076
C 0.18951 1.11232 2.85076 -0.01 0.00 -0.02 -0.214
C -0.98388 0.94975 3.69626 0.01 -0.04 0.04 -0.216
C -2.16885 1.42758 3.31792 0.00 0.04 -0.05 -0.199
C -2.35354 2.17375 2.03610 0.09 -0.01 0.05 -0.211
N -1.16668 2.25793 1.20061 -0.07 -0.01 0.00 -0.597
C -0.04466 1.73914 1.57265 0.03 0.04 0.00 0.230
C 1.08408 1.73370 0.61339 0.00 -0.03 0.02 0.197
N 0.77987 2.14054 -0.63314 -0.02 0.01 0.01 -0.511
C 1.71380 2.18760 -1.56492 0.00 0.00 0.00 0.031
C 3.02667 1.81237 -1.28427 0.02 -0.01 0.01 -0.255
C 3.35522 1.35942 -0.02862 -0.01 0.01 -0.01 -0.163
C 2.37438 1.29026 0.98719 0.00 0.00 -0.01 -0.078
H 1.60196 0.22896 4.15344 0.00 0.01 0.00 0.225
H -0.87386 0.40215 4.62721 0.01 0.01 0.00 0.195
H -3.05303 1.28065 3.92620 -0.01 0.01 0.00 0.205
H -2.68514 3.19292 2.24752 -0.03 0.01 0.00 0.194
H 1.41250 2.51829 -2.55538 0.00 0.00 0.01 0.238
H 3.77480 1.86148 -2.06455 0.00 0.00 0.00 0.215
H 4.35925 1.04476 0.19613 0.01 0.00 0.00 0.248
S 0.58052 3.09017 -5.38337 0.00 0.00 0.00 -0.307
C -0.66587 2.79827 -4.29196 0.00 -0.01 0.01 -0.513
S -1.29324 1.17983 -4.08049 -0.02 0.00 0.01 -0.532
S -1.33325 4.08332 -3.32731 0.00 0.00 0.02 -0.486
Se -3.85687 1.39723 0.96013 -0.08 -0.05 -0.01 -0.693
C 0.23611 -1.03959 -1.59600 -0.01 -0.01 0.01 -0.098
N -1.02948 -0.67895 -0.92599 0.00 -0.01 -0.01 -0.533
C -0.98653 -1.20497 0.45164 0.00 0.00 0.01 -0.105
N -0.79915 -2.66101 0.47563 0.00 -0.01 0.00 -0.473
C 0.44968 -2.96718 -0.22501 0.00 0.00 0.00 -0.077
N 0.44571 -2.49239 -1.60938 0.01 -0.01 0.00 -0.473
C -0.68749 -3.10772 -2.30063 0.00 0.00 0.00 -0.078
N -1.96968 -2.81236 -1.65285 0.00 -0.01 0.00 -0.474
C -2.13409 -1.35523 -1.63185 0.00 0.01 0.00 -0.108
C -1.89934 -3.27565 -0.26513 0.00 0.00 0.00 -0.076
H 1.06183 -0.56964 -1.05792 0.00 0.01 0.00 0.203
H 0.21207 -0.65693 -2.61781 0.00 0.00 0.00 0.241
H -1.91692 -0.93618 0.95617 0.00 0.00 0.00 0.235
H -0.15090 -0.74451 0.97913 0.00 0.00 0.01 0.210
H 0.59994 -4.05112 -0.22314 0.00 0.00 0.00 0.179
H 1.27753 -2.49489 0.30865 0.00 0.00 0.00 0.203
H -0.54459 -4.19240 -2.31791 0.00 0.00 0.00 0.178
H -0.71811 -2.73502 -3.32636 0.00 0.00 0.00 0.206
H -3.06701 -1.10540 -1.11891 0.00 0.00 0.00 0.215
H -2.17038 -0.98373 -2.65796 0.00 0.00 0.00 0.224
H -1.76607 -4.36184 -0.26245 0.00 0.00 0.00 0.178
H -2.83923 -3.03104 0.23454 0.00 0.00 0.00 0.199



9
Properties=species:S:1:pos:R:3:forces:R:3:nbo_charge:R:1 method="wB97M-V/def2-TZVPD" gap_ev="7.440 / 8.239" energy_ha=-225.9811 spin_multiplicity=3 e_homo_ev="-7.453 / -9.939"
C 1.51557 0.36150 -1.39681 2.49 0.48 -0.30 -0.111
C 1.08560 -0.37781 -0.15517 2.12 0.41 1.12 0.087
C -0.19606 -0.28557 0.55991 -0.81 -0.75 -0.47 -0.659
N 2.78850 0.46006 -1.16848 -1.53 3.29 -3.62 -0.153
N 2.25737 -0.54691 0.31671 -2.21 -4.00 2.50 -0.116
H 0.94726 0.90091 -2.17975 0.24 -1.04 0.06 0.234
H -0.94720 -0.09170 -0.20916 -0.31 -0.14 0.33 0.224
H -0.03982 0.61994 1.09840 -0.57 0.64 1.08 0.245
H -0.49033 -1.17197 1.19455 0.59 1.11 -0.70 0.250



8
Properties=species:S:1:pos:R:3:forces:R:3:nbo_charge:R:1 method="wB97M-V/def2-TZVPD" gap_ev=7.952 energy_ha=-966.1600 spin_multiplicity=1 e_homo_ev=-9.948 smiles=C#N.OSS
C -0.28995 1.87649 1.47695 2.10 2.81 -5.08 0.069
N -0.70237 1.37116 2.37978 -1.56 -2.01 3.66 -0.322
H 0.08251 2.37325 0.54785 -0.52 -0.78 1.47 0.250
O 1.93272 -1.06500 -1.74354 -2.45 -0.73 1.58 -0.797
S 0.54386 -0.58497 -0.69259 0.30 0.57 -0.14 0.323
S -1.79449 -0.50515 -0.77515 2.22 -1.37 0.03 -0.158
H 2.21547 -1.90418 -1.29865 -0.32 0.76 -0.74 0.481
H -1.98775 -1.56159 0.10535 0.24 0.74 -0.79 0.153



52
Properties=species:S:1:pos:R:3:forces:R:3:nbo_charge:R:1 method="wB97M-V/def2-TZVPD" gap_ev="2.333 / 8.475" energy_ha=-1147.9995 charge=-1 spin_multiplicity=2 e_homo_ev="0.235 / -6.026"
N -0.69657 -0.10865 0.01734 -0.04 -1.31 0.63 -0.907
C -1.21877 -1.20249 -0.76062 0.92 -2.06 -1.33 -0.104
C -1.32446 -0.97115 -2.30059 -0.53 1.51 0.50 0.050
C -2.77412 -1.00735 -2.73607 -0.39 -0.29 -1.43 -0.642
O -0.80254 0.34820 -2.53656 -0.15 -0.37 0.07 -0.761
C -0.38827 -2.51766 -0.63426 -0.36 0.85 2.21 -0.221
N -0.58123 -2.97189 0.74882 0.14 -0.24 0.11 -0.653
C 0.37416 -3.98683 1.14918 0.16 0.70 0.89 -0.421
H -1.30813 0.68343 0.12462 0.08 0.17 -0.35 0.385
H 0.25187 0.13093 -0.26560 -0.37 0.18 0.01 0.399
H -2.15368 -1.62421 -0.40203 -0.52 0.96 0.15 0.207
H -0.68137 -1.63473 -2.88480 -0.27 -0.39 0.15 0.159
H -3.14555 -2.00110 -3.00317 0.25 -0.17 0.25 0.213
H -3.50287 -0.60116 -2.04591 0.26 0.19 0.39 0.217
H -2.87573 -0.44101 -3.67307 -0.04 -0.03 0.03 0.187
H -1.23218 0.72829 -3.29567 -0.35 0.13 -0.51 0.463
H -0.78621 -3.34452 -1.22092 0.08 0.32 -0.71 0.180
H 0.65546 -2.28687 -0.84261 0.10 -0.35 -0.30 0.158
H -0.58424 -2.18673 1.38898 0.34 0.11 -0.12 0.380
H 1.41616 -3.62594 1.18192 0.08 -0.17 -0.82 0.164
H 0.27089 -4.25769 2.20264 -0.67 -0.18 -0.06 0.200
H 0.20925 -4.85609 0.52463 0.42 -0.31 -0.10 0.177
H -3.05720 1.10256 2.21421 0.26 0.31 0.28 0.455
H -4.52494 1.17727 2.01232 -0.84 -0.14 -0.35 0.455
O -3.85717 1.46067 2.62449 0.63 -0.09 0.16 -0.957
H -3.86725 -0.90866 1.10349 0.09 -0.27 0.13 0.470
H -4.11514 0.12362 0.03630 0.01 -0.01 -0.19 0.457
O -4.39166 -0.75913 0.31074 -0.17 0.29 0.09 -0.948
H -0.66977 -1.02877 3.74495 -0.04 -0.38 0.10 0.453
H 0.60250 -0.30689 3.67880 0.36 -0.04 0.10 0.479
O 0.27367 -1.19839 3.87893 -0.35 0.51 -0.19 -0.977
H 2.59738 0.02674 2.58240 0.08 0.33 -0.17 0.488
H 3.98370 -0.58779 2.74355 0.06 -0.08 -0.11 0.451
O 3.39162 -0.21822 2.07579 -0.02 -0.15 0.08 -1.091
H 1.10358 1.03564 -2.78676 -0.14 -0.32 0.26 0.487
H 2.07805 1.47536 -1.66208 -0.03 -0.17 0.02 0.474
O 1.23957 1.68655 -2.09243 0.47 0.82 0.07 -1.023
H 2.56746 4.18010 -1.67882 -0.03 -0.39 0.13 0.457
H 1.51729 3.50769 -2.62578 0.35 -0.17 0.54 0.495
O 1.94741 4.34241 -2.38991 -0.21 0.81 -0.61 -1.001
H 4.29247 0.81084 -1.11992 -0.02 -0.10 0.06 0.461
H 4.92756 1.04572 0.23491 -0.12 0.02 0.10 0.468
O 5.06444 1.21398 -0.70492 0.07 0.02 -0.09 -1.002
H 1.62263 2.60763 3.01108 0.13 -0.08 0.24 0.435
H 0.94097 1.68831 2.04602 -0.17 -0.16 -0.05 0.457
O 1.27142 1.70522 2.95923 -0.10 -0.02 -0.23 -1.129
H -0.50669 2.42972 -0.77693 -0.07 0.24 -0.26 0.499
H -1.69311 3.44494 -0.58871 0.19 0.00 -0.24 0.460
O -1.11927 2.82216 -0.13472 -0.03 -0.24 0.41 -1.032
H 2.69736 -0.63736 0.31199 0.14 -0.05 0.37 0.504
H 2.37327 -1.50143 -0.92820 0.18 -0.04 0.05 0.459
O 2.22973 -0.63382 -0.53659 0.22 0.28 -0.35 -1.033